No. 1
Computed, not measured: C4H9N3O2 in the gas phase, with wB97M-V/def2-TZVPD.

Summary:
- Net charge: 0
- Kohn-Sham gap: 8.699 eV
- HOMO level: -8.337 eV
- LUMO energy: 0.362 eV
- SMILES: [H]/N=C(\N)N(C)CC(=O)O
- E: -12855.513 eV

Each line ends with the natural charge from an NBO analysis.
Geometry (Å):
H1 0.55 2.87 -0.78  0.322
N1 0.70 2.09 -0.25  -0.789
C1 -0.34 1.27 -0.38  0.586
N2 -1.34 1.58 -1.26  -0.779
N3 -0.38 0.14 0.17  -0.416
C2 -1.13 -1.06 -0.30  -0.433
C3 0.63 -0.23 1.15  -0.359
C4 1.87 -0.84 0.53  0.763
O1 2.62 -0.29 -0.19  -0.522
O2 2.01 -2.15 0.60  -0.691
H2 -1.45 2.32 -1.61  0.344
H3 -2.26 1.31 -1.15  0.360
H4 -0.66 -1.97 -0.85  0.223
H5 -2.18 -0.71 -0.92  0.211
H6 -1.65 -1.60 0.49  0.202
H7 0.43 -0.64 2.04  0.206
H8 1.16 0.62 1.56  0.282
H9 1.43 -2.72 1.16  0.488



No. 2
Computed, not measured: C4H9N3O2 in the gas phase, with wB97M-V/def2-TZVPD.

Summary:
- Net charge: 0
- Kohn-Sham gap: 10.231 eV
- HOMO level: -9.762 eV
- LUMO energy: 0.469 eV
- SMILES: [H]/N=C(/CCO)NNC=O
- E: -12858.112 eV

Each line ends with the natural charge from an NBO analysis.
Geometry (Å):
H1 -1.41 2.03 -0.32  0.337
N1 -0.40 1.99 -0.41  -0.685
C1 0.05 0.96 0.16  0.432
C2 1.54 0.72 0.07  -0.489
C3 1.95 -0.56 -0.63  -0.069
O1 1.54 -1.66 0.12  -0.725
N2 -0.66 -0.01 0.88  -0.494
N3 -2.08 -0.05 0.71  -0.471
C4 -2.66 -0.59 -0.37  0.509
O2 -3.88 -0.66 -0.51  -0.597
H2 1.93 1.59 -0.42  0.249
H3 2.06 0.71 1.07  0.208
H4 3.04 -0.53 -0.88  0.176
H5 1.48 -0.65 -1.60  0.182
H6 2.29 -1.85 0.72  0.475
H7 -0.18 -0.94 1.07  0.425
H8 -2.65 0.40 1.48  0.410
H9 -1.96 -0.91 -1.14  0.126



No. 3
Computed, not measured: C4H9N3S in the gas phase, with wB97M-V/def2-TZVPD.

Summary:
- Net charge: 0
- Kohn-Sham gap: 9.034 eV
- HOMO level: -8.416 eV
- LUMO energy: 0.618 eV
- SMILES: C=C/C(=N/N)N(C)S
- E: -19595.751 eV

Each line ends with the natural charge from an NBO analysis.
Geometry (Å):
C1 -0.54 -2.45 -0.33  -0.371
C2 -1.16 -1.34 -0.64  -0.225
C3 -0.74 -0.02 -0.31  0.260
N1 -1.62 0.91 -0.55  -0.204
N2 -1.14 2.12 0.00  -0.679
N3 0.45 0.31 0.30  -0.680
C4 0.31 0.55 1.80  -0.444
S1 1.84 -0.26 -0.33  0.232
H1 0.39 -2.37 0.28  0.173
H2 -0.83 -3.43 -0.48  0.203
H3 -2.02 -1.44 -1.33  0.228
H4 -1.43 2.91 -0.69  0.370
H5 -0.07 1.96 0.09  0.364
H6 -0.78 0.83 2.08  0.256
H7 0.63 -0.50 2.26  0.210
H8 1.18 1.38 2.01  0.211
H9 2.47 0.97 -0.26  0.095



No. 4
Computed, not measured: C4H9N3S in the gas phase, with wB97M-V/def2-TZVPD.

Summary:
- Net charge: 0
- Kohn-Sham gap: 8.450 eV
- HOMO level: -8.051 eV
- LUMO energy: 0.399 eV
- SMILES: C=N/N=C\N(S)CC
- E: -19593.470 eV

Each line ends with the natural charge from an NBO analysis.
Geometry (Å):
C1 3.52 -0.16 -0.09  -0.128
N1 2.22 0.09 0.42  -0.334
N2 1.43 -1.15 0.14  -0.374
C2 0.14 -1.00 -0.05  0.255
N3 -0.67 0.01 -0.46  -0.556
S1 -0.48 1.62 0.03  0.152
C3 -1.98 -0.53 -0.64  -0.207
C4 -2.98 -0.71 0.68  -0.646
H1 3.91 -1.13 -0.79  0.219
H2 4.28 0.67 0.43  0.203
H3 -0.33 -1.94 -0.13  0.178
H4 0.84 1.30 -0.15  0.178
H5 -2.35 0.26 -1.23  0.196
H6 -1.87 -1.29 -1.27  0.197
H7 -4.09 -0.69 0.05  0.222
H8 -3.07 0.24 1.20  0.217
H9 -2.59 -1.53 1.35  0.228



No. 5
Computed, not measured: 2 unconnected molecules or ions with the total composition C4H9N3S, with wB97M-V/def2-TZVPD.

Summary:
- Net charge: 0
- Kohn-Sham gap: 8.082 eV
- HOMO level: -8.802 eV
- LUMO energy: -0.720 eV
- E: -19594.505 eV

Each line ends with the natural charge from an NBO analysis.
Geometry (Å):
C1 -0.12 1.16 -0.70  0.416
C2 0.75 0.20 0.24  0.022
C3 0.15 -0.10 1.61  -0.438
C4 0.26 -1.08 0.62  -0.421
H1 0.04 -0.04 -2.34  0.384
H2 0.11 1.65 -2.86  0.403
H3 -0.88 2.15 0.73  0.332
H4 2.40 1.42 -0.06  0.372
H5 2.47 -0.01 -0.79  0.366
H6 0.65 0.09 2.65  0.236
H7 -0.69 0.45 1.89  0.217
H8 0.98 -1.89 1.03  0.268
H9 -0.86 -3.23 1.15  0.151
N1 0.31 0.91 -2.11  -0.886
N2 -0.83 2.26 -0.39  -0.639
N3 2.17 0.40 0.04  -0.795
S1 -1.38 -1.67 0.32  0.012



No. 6
Computed, not measured: C4H9N3S in the gas phase, with wB97M-V/def2-TZVPD.

Summary:
- Net charge: 0
- Kohn-Sham gap: 8.966 eV
- HOMO level: -8.180 eV
- LUMO energy: 0.786 eV
- SMILES: C=NSC/C=N\NC
- E: -19596.964 eV

Each line ends with the natural charge from an NBO analysis.
Geometry (Å):
C1 1.91 2.00 -0.23  -0.068
N1 1.18 1.01 0.08  -0.586
S1 1.88 -0.53 -0.01  0.379
C2 0.39 -1.58 0.50  -0.581
C3 -0.74 -1.52 -0.47  -0.016
N2 -1.73 -0.74 -0.47  -0.213
N3 -1.81 0.28 0.44  -0.479
C4 -2.86 1.20 0.04  -0.403
H1 1.56 3.01 -0.05  0.179
H2 2.96 1.94 -0.52  0.155
H3 0.09 -1.03 1.40  0.233
H4 0.74 -2.61 0.69  0.250
H5 -0.82 -2.21 -1.30  0.189
H6 -0.90 0.64 0.70  0.384
H7 -2.66 1.72 -0.92  0.175
H8 -2.90 1.94 0.85  0.194
H9 -3.82 0.69 -0.09  0.209



No. 7
Computed, not measured: 2 unconnected molecules or ions with the total composition C4H9N3S, with wB97M-V/def2-TZVPD.

Summary:
- Net charge: +2
- Kohn-Sham gap: 8.126 eV
- HOMO level: -17.582 eV
- LUMO energy: -9.456 eV
- E: -19578.827 eV

Each line ends with the natural charge from an NBO analysis.
Geometry (Å):
C1 0.21 -0.21 2.49  -0.215
C2 0.96 -1.41 0.41  0.792
C3 -1.56 0.04 -0.91  -0.336
C4 -0.38 0.58 -1.19  -0.100
N1 0.57 -0.88 1.39  -0.306
N2 1.37 -2.23 -0.50  -0.783
N3 -0.19 2.01 -0.78  -0.717
S1 0.51 1.31 2.65  0.284
H1 -0.08 -0.90 3.30  0.280
H2 -2.30 0.67 -0.29  0.240
H3 -2.01 -0.85 -1.29  0.273
H4 0.53 0.13 -1.62  0.229
H5 1.25 -2.27 -1.53  0.494
H6 1.71 -3.08 -0.08  0.475
H7 -0.95 2.46 -1.31  0.470
H8 0.65 2.48 -1.01  0.459
H9 -0.30 2.15 0.27  0.462



No. 8
Computed, not measured: 2 unconnected molecules or ions with the total composition C4H9N4, with wB97M-V/def2-TZVPD.

Summary:
- Net charge: +1
- Kohn-Sham gap (spin up / spin down): 9.088 / 5.700 eV
- HOMO level (spin up / spin down): -12.919 / -12.353 eV
- LUMO energy (spin up / spin down): -3.832 / -6.654 eV
- E: -10242.369 eV

Each line ends with the natural charge from an NBO analysis.
Geometry (Å):
C1 1.63 -0.66 1.17  -0.010
C2 1.55 -0.38 -0.20  0.033
C3 0.31 0.30 -0.38  0.288
C4 -1.57 0.91 1.09  -0.438
N1 0.49 -0.23 1.74  -0.291
N2 -0.29 0.34 0.78  -0.176
N3 2.44 -0.66 -1.17  -0.715
N4 -2.33 0.10 -2.24  -0.612
H1 2.39 -1.18 1.72  0.256
H2 -2.11 0.26 1.78  0.229
H3 -1.45 1.90 1.55  0.231
H4 -2.12 1.00 0.16  0.286
H5 0.24 -0.26 2.72  0.451
H6 3.33 -1.07 -0.96  0.419
H7 2.20 -0.44 -2.12  0.425
H8 -2.31 -0.79 -2.73  0.312
H9 -2.41 0.87 -2.91  0.312



No. 9
Computed, not measured: a gas-phase ion, C4H9N4 (charge +1), with wB97M-V/def2-TZVPD.

Summary:
- Net charge: +1
- Kohn-Sham gap: 9.453 eV
- HOMO level: -13.747 eV
- LUMO energy: -4.294 eV
- SMILES: CN1CCN=NC1=[NH2+]
- E: -10245.334 eV

Each line ends with the natural charge from an NBO analysis.
Geometry (Å):
C1 -1.30 -0.61 1.29  -0.406
N1 -0.37 -0.13 0.30  -0.356
C2 0.02 -1.11 -0.74  -0.234
C3 1.41 -0.81 -1.26  -0.315
N2 1.51 0.50 -1.76  -0.018
N3 0.95 1.41 -1.22  -0.083
C4 -0.09 1.15 0.10  0.597
N4 -0.25 2.21 0.81  -0.720
H1 -1.90 -1.23 0.78  0.223
H2 -0.90 -1.26 2.08  0.237
H3 -1.70 0.26 1.82  0.209
H4 -0.64 -0.99 -1.54  0.218
H5 -0.10 -2.17 -0.36  0.254
H6 2.11 -0.88 -0.39  0.251
H7 1.65 -1.51 -2.13  0.262
H8 0.35 3.01 0.59  0.459
H9 -0.74 2.15 1.65  0.422



No. 10
Computed, not measured: a gas-phase ion, C4H9N4 (charge +1), with wB97M-V/def2-TZVPD.

Summary:
- Net charge: +1
- Kohn-Sham gap: 9.350 eV
- HOMO level: -12.252 eV
- LUMO energy: -2.902 eV
- SMILES: Cn1c(N)c[nH]c1=[NH2+]
- E: -10247.510 eV

Each line ends with the natural charge from an NBO analysis.
Geometry (Å):
C1 0.96 0.08 1.28  -0.419
N1 0.15 -0.02 0.04  -0.322
C2 -0.22 1.11 -0.70  0.345
N2 0.39 2.29 -0.40  -0.798
C3 -1.17 0.67 -1.58  -0.152
N3 -1.32 -0.71 -1.38  -0.478
C4 -0.56 -1.10 -0.30  0.593
N4 -0.46 -2.37 0.11  -0.815
H1 1.50 -0.76 1.35  0.216
H2 1.66 1.02 1.46  0.236
H3 0.42 0.14 2.21  0.240
H4 0.40 3.11 -0.90  0.418
H5 1.18 2.32 0.24  0.401
H6 -1.77 1.33 -2.14  0.251
H7 -2.09 -1.32 -1.55  0.435
H8 0.42 -2.78 0.09  0.418
H9 -1.28 -3.00 0.07  0.432



No. 11
Computed, not measured: a gas-phase ion, C4H9N4O (charge +1), with wB97M-V/def2-TZVPD.

Summary:
- Net charge: +1
- Kohn-Sham gap: 10.003 eV
- HOMO level: -14.093 eV
- LUMO energy: -4.090 eV
- SMILES: C=[NH+][C@H]1NC(=O)CN1N
- E: -12292.638 eV

Each line ends with the natural charge from an NBO analysis.
Geometry (Å):
C1 1.68 0.74 -0.83  0.091
N1 1.50 1.13 0.45  -0.544
C2 0.16 0.58 0.90  0.247
N2 -0.99 1.06 0.19  -0.671
C3 -1.97 0.09 -0.19  0.668
O1 -3.00 0.38 -0.69  -0.485
C4 -1.33 -1.24 0.38  -0.358
N3 0.04 -0.91 0.71  -0.236
N4 0.80 -1.07 -0.54  -0.536
H1 2.64 0.65 -1.21  0.231
H2 0.79 1.05 -1.49  0.229
H3 2.25 1.16 1.01  0.413
H4 0.15 0.79 2.04  0.223
H5 -1.16 1.98 0.09  0.422
H6 -1.78 -1.46 1.34  0.265
H7 -1.38 -2.08 -0.22  0.244
H8 1.42 -1.82 -0.61  0.413
H9 0.18 -1.02 -1.33  0.383



No. 12
Computed, not measured: a gas-phase ion, C4H9N4O (charge +1), with wB97M-V/def2-TZVPD.

Summary:
- Net charge: +1
- Kohn-Sham gap: 9.074 eV
- HOMO level: -13.131 eV
- LUMO energy: -4.057 eV
- SMILES: C=C/N=C\NC(=[NH2+])ON
- E: -12291.110 eV

Each line ends with the natural charge from an NBO analysis.
Geometry (Å):
C1 0.80 0.24 -1.48  -0.473
C2 1.67 0.71 -0.59  -0.012
N1 2.26 -0.08 0.41  -0.384
C3 1.60 -0.80 1.17  0.262
N2 0.19 -0.89 0.97  -0.658
C4 -0.55 0.05 0.42  0.872
N3 -0.54 1.32 0.83  -0.748
O1 -1.60 -0.20 -0.39  -0.313
N4 -1.62 -1.61 -0.60  -0.576
H1 0.43 1.00 -2.07  0.224
H2 0.56 -0.81 -1.71  0.229
H3 2.02 1.72 -0.57  0.230
H4 2.21 -1.49 1.71  0.242
H5 -0.30 -1.72 1.18  0.455
H6 -1.29 1.83 0.64  0.416
H7 0.11 1.73 1.51  0.435
H8 -1.71 -1.91 -1.60  0.412
H9 -2.31 -2.08 0.03  0.388



no.,strongest force on any atom (Eh/bohr)
1,0.314
2,0.055
3,0.073
4,0.144
5,0.131
6,0.030
7,0.095
8,0.024
9,0.109
10,0.084
11,0.128
12,0.096